A structure of composition C42H37N6O11S6SeW at a distorted geometry, computed with the ωB97M-V functional and the def2-TZVPD basis.

```
104
Properties=species:S:1:pos:R:3:mulliken_charge:R:1
W -0.415 -0.380 0.116 1.053
Se -2.023 -1.105 2.837 1.106
S -2.355 -2.780 -3.240 -0.064
S 0.251 -3.929 1.540 0.055
S 1.429 -3.703 -2.542 0.264
S 1.860 3.978 -2.145 -0.348
S -7.053 4.581 -0.123 1.315
S -1.693 0.148 -1.754 -0.601
O 1.129 0.079 -1.123 0.347
O -7.867 4.399 -1.301 -0.718
O -3.391 -1.912 3.039 -0.825
O 0.194 0.672 1.662 -0.337
O -0.084 -2.121 -0.709 0.865
O -7.734 4.701 1.142 -0.680
O -3.764 5.428 1.868 -0.735
O -1.667 -1.259 1.120 -0.458
O -2.220 0.439 3.192 -0.443
O -1.615 5.332 1.769 -0.678
O -0.787 -1.748 3.606 -0.508
N 1.722 -1.041 0.989 0.896
N -2.052 1.419 0.801 2.134
N -2.716 4.808 1.697 1.098
N 1.776 -0.807 2.339 -1.024
N -3.860 2.633 1.190 0.537
N 0.088 2.542 -0.925 0.989
C -2.748 3.445 1.396 -0.044
C -0.072 -4.229 -1.902 -1.185
C -1.714 5.209 -3.578 -0.721
C 1.285 0.401 6.344 -0.779
C -4.247 0.245 0.635 -0.822
C 2.955 -1.439 -0.970 0.871
C -2.197 -3.025 -1.539 -0.162
C 1.345 2.791 -0.988 -0.530
C 0.194 4.231 -2.556 0.717
C -0.396 -5.478 -2.341 -0.540
C -1.650 -5.564 2.029 -1.051
C 0.920 0.122 2.624 0.205
C -5.272 2.969 1.318 -1.519
C -2.002 3.436 -1.955 0.546
C -0.614 3.366 -1.796 -0.634
C -0.974 -4.125 0.352 -0.221
C 0.715 1.645 6.583 -0.338
C 4.046 -2.034 -1.612 -0.439
C -1.653 2.649 1.171 -2.474
C 2.749 -1.576 0.442 -1.389
C 3.537 -0.852 -3.634 -0.664
C -5.949 3.134 -0.052 -0.359
C -3.384 1.424 0.847 -0.389
C -4.450 -2.549 -1.802 -0.743
C 2.466 -0.239 -3.024 -0.677
C -0.514 -5.060 2.574 -0.447
C -2.534 4.364 -2.826 -1.093
C -0.836 -3.336 -0.939 2.527
C 1.626 -5.173 -3.408 -0.614
C -6.003 6.031 -0.367 -0.003
C -0.341 5.140 -3.463 -0.501
C -4.030 -2.463 -3.092 -0.592
C -3.397 -2.877 -0.910 -0.690
C -1.910 -5.037 0.737 -0.201
C 0.859 0.654 3.994 0.337
C -6.847 7.165 -0.922 -1.402
C 0.267 1.888 4.238 0.109
C 2.131 -0.534 -1.692 0.261
C 0.198 2.383 5.530 -1.046
C 4.333 -1.759 -2.929 -0.816
C 1.361 -0.095 5.055 -0.626
C 0.582 -6.021 -3.212 -0.841
H -2.625 2.716 -1.449 -0.030
H -5.572 6.266 0.600 0.285
H 2.505 -5.314 -4.015 0.484
H 3.537 -1.992 1.067 0.442
H -5.472 -2.381 -1.494 0.451
H -4.319 -0.311 1.576 0.159
H 2.084 2.300 -0.374 0.372
H 0.670 2.042 7.589 0.390
H -7.370 6.839 -1.820 0.360
H -0.094 -5.251 3.546 0.478
H 5.178 -2.232 -3.411 0.397
H -1.301 -5.991 -2.053 0.539
H -0.277 3.338 5.712 0.412
H 1.653 -0.188 7.174 0.374
H -5.245 0.523 0.301 0.543
H 0.509 -7.001 -3.660 0.429
H -3.781 -0.400 -0.108 -0.797
H -2.756 -5.312 0.126 0.573
H -6.212 8.015 -1.165 0.416
H -0.625 2.924 1.275 1.109
H 0.308 5.779 -4.047 0.399
H 3.771 -0.619 -4.665 0.421
H 4.669 -2.721 -1.050 0.388
H 1.780 -1.068 4.848 0.441
H -2.155 5.920 -4.265 0.398
H -3.609 4.436 -2.942 0.507
H -5.343 3.903 1.863 0.918
H -2.296 -6.272 2.525 0.396
H -3.520 -2.993 0.157 0.698
H -6.608 2.308 -0.311 0.533
H -4.600 -2.222 -3.973 0.453
H 1.838 0.467 -3.554 0.513
H -0.144 2.452 3.416 0.506
H -5.218 5.728 -1.062 0.162
H -7.590 7.480 -0.190 0.343
H -5.223 3.264 -0.854 0.036
H -5.765 2.196 1.905 0.243
```

Output
- net charge = -1
- calculated total energy (eV) = -207799.0087
- E_HOMO (Ha) = -0.1930
- frontier orbital gap (eV) = 6.77
- relative energy (zero: lowest compared OMol25 entry of this formula, charge and spin) (eV) = 2.581


A structure of composition C42H38BrN7O4S2Sn at a distorted geometry, computed with the ωB97M-V functional and the def2-TZVPD basis.

```
95
Properties=species:S:1:pos:R:3:mulliken_charge:R:1
Sn 0.016 0.239 1.497 1.800
Br -3.313 1.421 2.975 -0.119
S -2.758 0.456 -1.318 -0.079
S 2.006 1.856 -1.009 0.414
O 0.107 -0.919 4.123 -0.023
O 0.831 2.306 2.425 -0.675
O 2.613 3.664 2.144 -0.756
O 0.808 -1.781 0.411 -0.476
N -4.290 -1.471 -2.277 -0.385
N 0.752 0.938 -0.743 -0.397
N 2.515 0.207 2.023 1.264
N -1.325 -2.010 2.167 1.047
N -1.808 2.448 0.931 0.558
N -2.880 -0.482 -3.782 -0.366
N -1.766 -2.892 1.393 -0.717
C 0.972 -0.491 5.163 -1.060
C -3.333 -0.555 -2.505 0.098
C -2.003 -3.876 -0.744 1.024
C -1.246 -3.021 0.139 -0.350
C -2.364 -4.865 -2.947 -0.947
C 0.508 -2.970 -1.568 -0.640
C 2.588 3.752 -4.563 -0.611
C -0.258 -3.668 -2.435 -1.105
C 3.394 -0.254 -2.164 -0.257
C -3.521 4.487 0.211 -0.664
C 0.531 2.402 -3.269 -0.132
C -3.573 -5.378 -2.545 -0.654
C -1.494 3.290 -0.047 -0.483
C 2.069 2.581 2.342 -0.117
C 4.646 1.177 -0.674 -0.139
C 4.507 -1.062 -2.317 -0.763
C -3.990 -5.195 -1.217 -0.647
C 5.764 0.374 -0.847 -0.596
C 2.991 1.364 2.482 0.298
C 3.297 -0.871 2.017 -0.896
C 5.072 0.343 3.049 -0.506
C -1.554 -4.131 -2.061 0.950
C 4.271 1.473 3.009 -0.647
C -2.319 4.326 -0.465 0.719
C -3.229 -4.457 -0.344 -0.479
C 0.307 2.994 -4.504 -0.442
C 5.690 -0.748 -1.658 -0.538
C 1.329 3.679 -5.145 -0.646
C 3.472 0.852 -1.334 0.232
C -1.879 -2.005 3.454 0.126
C -1.141 -1.357 4.465 0.429
C 2.825 3.153 -3.336 -0.757
C -2.948 2.631 1.559 -0.046
C -3.664 -2.389 5.037 -0.931
C -2.947 -1.713 6.012 -0.699
C 1.789 2.487 -2.697 0.539
C -3.851 3.633 1.251 -0.642
C -3.128 -2.530 3.769 -0.186
C -1.907 5.206 -1.611 -1.327
C 4.585 -0.847 2.521 -0.833
C -1.685 -1.206 5.730 -0.624
C 0.030 -2.520 -0.281 0.158
H 4.674 2.044 -0.023 0.454
H -4.773 3.734 1.804 0.449
H 5.192 -1.743 2.505 0.494
H -2.320 0.316 -4.017 0.154
H -3.680 -3.033 2.986 0.351
H 4.456 -1.941 -2.947 0.440
H -4.639 -2.795 5.270 0.387
H -0.841 5.429 -1.555 0.338
H -3.543 -4.316 0.681 0.343
H -1.141 -0.682 6.503 0.422
H -4.190 -5.942 -3.234 0.395
H -3.390 -0.936 -4.522 0.196
H -2.014 -5.036 -3.959 0.397
H 1.144 4.164 -6.094 0.390
H -2.089 4.699 -2.562 0.210
H 2.471 -0.480 -2.686 0.421
H 6.556 -1.387 -1.776 0.404
H 2.854 -1.768 1.598 0.399
H 1.972 -0.466 4.736 0.085
H 6.066 0.388 3.476 0.463
H -0.264 1.886 -2.738 0.091
H -2.466 6.140 -1.614 0.431
H 1.515 -2.668 -1.830 0.522
H 3.386 4.290 -5.059 0.395
H 3.806 3.196 -2.878 0.417
H -4.198 5.284 -0.071 0.404
H 0.639 0.187 -1.422 0.024
H -4.477 -1.690 -1.315 0.238
H -0.533 3.122 -0.512 0.300
H -4.406 -2.239 -2.922 0.199
H 0.712 0.511 5.514 0.377
H 6.689 0.615 -0.339 0.434
H 4.605 2.433 3.377 0.552
H -3.362 -1.571 7.001 0.398
H 0.119 -3.925 -3.420 0.401
H 0.954 -1.195 5.998 0.520
H -4.923 -5.633 -0.884 0.413
H -0.674 2.936 -4.959 0.395
```

Output
- calculated total energy (eV) = -160336.4383
- E_HOMO (Ha) = -0.2473
- frontier orbital gap (eV) = 6.88
- relative energy (zero: lowest compared OMol25 entry of this formula, charge and spin) (eV) = 1.128


> Which value of frontier orbital gap does entry 2 give?

6.88 eV


> What is the formula in the second record?

C42H38BrN7O4S2Sn